8
Properties=species:S:1:pos:R:3:forces:R:3 method="wB97M-V/def2-TZVPD" charge=+1 homo_ev="-15.1574 / -14.6380" homo_lumo_gap_ha="0.2867 / 0.3406"
C 0.665200 0.668464 0.441633 0.369 1.064 -1.864
N -0.913141 -1.777761 0.137223 1.072 1.721 -0.663
N 0.207541 1.590001 -0.339620 -0.590 -0.239 1.338
I 2.430061 -0.260253 0.247831 -0.260 -0.155 0.230
H -0.400342 -2.474831 0.645540 -0.306 -0.853 0.437
H -1.908181 -1.890572 0.151360 -0.665 -0.664 0.300
H -0.584613 2.148221 -0.070769 -0.838 -0.217 0.768
H 0.503477 1.996732 -1.213200 1.217 -0.658 -0.546